1.
Below is a cluster of 2 separate species, C27H48IN2O6P in total in a non-equilibrium geometry, with properties calculated with the ωB97M-V functional and the def2-TZVPD basis.

Last column: Löwdin charge in e.
CARTESIAN COORDINATES (ANGSTROEM)
C  -5.783144  1.610053  -0.311760  -0.1218
C  -4.856755  1.457535  1.004092  -0.2509
C  -3.622185  0.449840  0.833681  -0.1723
C  -2.478928  0.980277  -0.210453  -0.2717
C  -2.592789  2.559897  -0.515395  -0.0787
C  -2.608268  0.101217  -1.542848  -0.0701
C  -3.175672  0.709621  -2.881804  0.0470
C  -3.249699  -0.265913  -4.103833  -0.1243
C  -3.781240  0.347514  -5.483711  -0.1635
C  -2.713305  1.392256  -6.118681  -0.1692
C  -1.181784  0.939482  -5.964295  -0.1497
C  -0.315611  1.813902  -4.938914  -0.1978
O  -0.700464  3.218601  -4.865460  -0.1151
C  -0.180158  3.783786  -3.659433  -0.2429
O  1.030808  4.038825  -3.494412  0.0536
C  -2.826350  -1.744120  -3.977190  -0.1814
P  -2.888344  -2.981315  -5.394872  0.6662
O  -2.347573  -4.376573  -4.987350  -0.3562
O  -1.970375  -2.443957  -6.728857  -0.1836
O  -4.547287  -3.193021  -5.769526  -0.1896
N  -2.311764  -2.229520  -2.706326  0.0376
C  -2.164866  -1.388270  -1.516105  -0.2007
C  -1.540378  -2.046078  -0.205414  -0.1599
C  0.091281  -1.881527  -0.183255  -0.6814
C  0.586751  -0.842253  0.963054  -0.1903
I  0.919424  -1.156792  -2.073220  0.8494
H  -5.979346  2.723775  -0.537652  0.0799
H  -5.354449  1.072328  -1.235180  0.0610
H  -6.806470  1.144672  -0.106100  0.0711
H  -5.544538  1.009766  1.820357  0.1092
H  -4.539413  2.485567  1.420065  0.1028
H  -3.997075  -0.560606  0.412729  0.1127
H  -3.196938  0.226226  1.874495  0.1164
H  -1.420087  0.806407  0.201944  0.1164
H  -3.466633  2.846671  -1.187100  0.0681
H  -2.647284  3.077650  0.510950  0.0945
H  -1.600030  2.916303  -0.982069  0.0742
H  -3.514571  1.786837  -3.008560  0.1052
H  -4.162125  -0.432569  -6.226897  0.1032
H  -4.705189  0.987993  -5.204083  0.1214
H  -2.959000  2.420626  -5.693739  0.1082
H  -2.952123  1.429862  -7.245321  0.1178
H  -1.030525  -0.162050  -5.694967  0.0998
H  -0.692430  1.077918  -7.003826  0.1225
H  0.773688  1.796821  -5.335089  0.1398
H  -0.257914  1.387511  -3.874729  0.0854
H  -0.898473  3.982195  -2.774204  0.1435
H  -1.615209  -3.287862  -7.115787  0.0937
H  -5.104803  -3.036609  -4.973434  0.0819
H  -2.005245  -3.216505  -2.613319  0.1392
H  -1.993948  -1.659946  0.773377  0.1076
H  -1.756760  -3.181142  -0.288617  0.1237
H  0.563836  -2.899503  0.067921  0.0883
H  0.655182  0.228883  0.539051  0.0590
H  -0.012899  -0.906885  1.930888  0.0917
H  1.678839  -1.139699  1.198579  0.0554
C  4.902997  1.425216  3.220416  -0.0319
C  4.593028  -0.075785  3.393601  -0.4942
C  5.868643  -0.819371  3.849268  -0.1535
C  6.307815  -0.540291  5.283243  -0.1861
C  5.155776  -0.165720  6.212090  -0.1517
C  3.763953  -0.652199  5.749333  -0.5120
N  3.518425  -0.128653  4.400316  -0.1450
O  2.298404  -0.479827  3.904151  -0.1625
C  2.741228  -0.024245  6.720891  -0.0474
C  3.676147  -2.184167  5.885480  -0.0271
C  4.252049  -0.638605  2.000856  -0.0534
H  4.025373  1.968887  2.860967  0.0854
H  5.708069  1.584938  2.493774  0.0805
H  5.213569  1.890355  4.159119  0.0737
H  5.713828  -1.898652  3.743748  0.1029
H  6.702776  -0.585531  3.175775  0.1171
H  6.824383  -1.425193  5.670466  0.1066
H  7.049233  0.265092  5.295027  0.1055
H  5.375906  -0.533886  7.220105  0.1155
H  5.137554  0.926404  6.304275  0.1082
H  2.730537  1.066233  6.628499  0.0829
H  2.991494  -0.263685  7.760042  0.0790
H  1.725827  -0.388120  6.540407  0.0750
H  3.863873  -2.486824  6.921845  0.0827
H  4.401901  -2.711493  5.261475  0.0714
H  2.683260  -2.557479  5.621210  0.0768
H  5.093026  -0.504208  1.311943  0.0858
H  3.396573  -0.130697  1.550640  0.0552
H  4.034963  -1.710593  2.043643  0.0840

Atoms 1-3, force components in eV/Å:
-0.2 0.2 0.2
-0.7 -0.5 0.4
-0.2 0.0 -0.2

Kohn-Sham gap ... 1.612 eV
E ... -61422.687 eV
HOMO ... -0.155 hartree



2.
Below is the molecule C7H10 in a non-equilibrium geometry, with properties calculated with the ωB97M-V functional and the def2-TZVPD basis.

Last column: Löwdin charge in e.
CARTESIAN COORDINATES (ANGSTROEM)
C  -1.887584  0.502626  -0.211439  -0.0771
C  -1.027322  -0.737411  -0.356924  -0.3022
C  0.276716  -0.733682  -0.927154  -0.1047
C  1.156495  0.475854  -0.925885  -0.1969
C  1.528515  0.768811  0.506984  -0.1371
C  0.933930  0.033002  1.455982  -0.1829
C  -0.064494  -0.997793  1.124397  0.0214
H  -2.627597  0.664396  -1.011448  0.0814
H  -2.419422  0.344125  0.725072  0.0774
H  -1.278574  1.407057  -0.125692  0.0710
H  -1.616568  -1.596053  -0.716910  0.1309
H  0.604471  -1.610597  -1.480913  0.1140
H  0.630297  1.358184  -1.332585  0.1168
H  2.028273  0.330429  -1.574500  0.1086
H  2.219985  1.573099  0.722489  0.0885
H  1.276132  0.162239  2.495262  0.1047
H  0.266748  -1.944290  1.633265  0.0863

Atoms 1-3, force components in eV/Å:
0.1 0.0 0.3
0.4 -0.3 1.7
0.4 -0.3 1.0

Kohn-Sham gap ... 8.440 eV
E ... -7417.492 eV
HOMO ... -0.269 hartree
Relative energy (zero: lowest compared OMol25 entry of this formula, charge and spin) ... 81.69 kcal per mole



3.
Below is a structure of composition C4H9N in a non-equilibrium geometry, with properties calculated with the ωB97M-V functional and the def2-TZVPD basis.

Last column: Löwdin charge in e.
CARTESIAN COORDINATES (ANGSTROEM)
C  -0.342127  1.549755  -0.872112  0.0258
N  -0.690057  0.295720  1.413986  -0.0789
C  -0.549268  -0.102960  0.155527  -0.5308
C  0.754937  0.511308  -0.905052  -0.0799
C  0.085457  -1.720005  0.485616  -0.0222
H  1.501172  0.375550  -0.122062  0.0941
H  -0.062136  2.041214  -1.847825  0.0896
H  -0.648504  2.036683  0.162593  0.1098
H  -0.429955  1.232699  1.750620  0.0205
H  -1.352944  -0.579207  -0.473110  0.1129
H  1.198203  0.330175  -1.847592  0.0747
H  1.171821  -1.889536  0.237051  0.0655
H  -0.740246  -2.439695  0.264464  0.0668
H  0.103649  -1.641701  1.597896  0.0521

Atoms 1-3, force components in eV/Å:
4.9 -0.3 0.3
0.4 1.9 0.0
-1.4 -4.9 1.2

Kohn-Sham gap ... 6.114 eV
E ... -5775.415 eV
HOMO ... -0.255 hartree
Relative energy (zero: lowest compared OMol25 entry of this formula, charge and spin) ... 193.65 kcal per mole



4.
Below is the molecule C4H8S in a non-equilibrium geometry, with properties calculated with the ωB97M-V functional and the def2-TZVPD basis.

Last column: Löwdin charge in e.
CARTESIAN COORDINATES (ANGSTROEM)
C  -0.126799  1.182664  -0.177693  -0.1058
C  0.263608  -0.330129  -0.347451  -0.3706
C  -0.895355  0.075829  0.512935  -0.4075
C  1.609564  -0.863344  0.037722  -0.0931
S  -2.855350  -0.460272  -0.106289  0.5414
H  0.449349  1.775240  0.474115  0.0806
H  -0.329425  1.649295  -1.084121  0.0761
H  0.003064  -0.765784  -1.365201  0.1426
H  -0.802849  -0.168778  1.602778  0.1035
H  1.941876  -0.195753  0.923220  0.1017
H  2.412157  -0.790563  -0.623876  0.0418
H  1.725184  -1.892699  0.460462  0.0834
H  -3.395027  0.784291  -0.306603  -0.1940

Atoms 1-3, force components in eV/Å:
0.4 -3.0 1.0
-0.6 -0.1 -2.5
-1.9 -1.1 -0.6

Structure (SMILES) ... C[C@@H]1C[C@H]1S
Kohn-Sham gap ... 9.867 eV
E ... -15110.619 eV
HOMO ... -0.333 hartree
Relative energy (zero: lowest compared OMol25 entry of this formula, charge and spin) ... 40.73 kcal per mole